A structure of composition CH4N2O3 at a distorted geometry, computed with ωB97M-V/def2-TZVPD.

Last column: Löwdin charge in e.
Element x y z (Å)
N -1.17293 0.66928 0.67331  -0.222
C 0.99333 -0.33115 -0.10179  -0.470
N -1.23782 0.90936 -0.64198  0.038
O 0.08414 0.63871 1.12732  -0.063
O 0.60111 -1.60661 0.10651  0.093
O 2.09793 0.02409 -0.36566  0.135
H 1.37580 -2.18923 0.03786  0.134
H -1.66902 -0.19262 0.91124  0.137
H -0.79479 1.81764 -0.79673  0.096
H -0.27774 0.26053 -0.95009  0.121

Atomic forces in eV per Å
-0.198 -0.240 1.322
1.128 0.017 2.410
1.831 -0.818 -0.945
0.365 -0.730 -1.836
-0.383 0.444 -0.210
-1.048 0.072 -0.256
-0.036 0.174 -0.190
0.167 0.169 -0.147
-0.133 0.048 0.043
-1.693 0.865 -0.190

Its charge is 0. The total energy is -375.580778 Ha. As for the spin multiplicity: 1. Its LUMO energy (alpha / beta) is -0.566 / -0.566 eV. The value obtained for the HOMO-LUMO gap (alpha / beta) is 9.14 / 9.14 eV.